# C32H55N4OP2Pt

C32H55N4OP2Pt as an isolated structure (ωB97M-V with the def2-TZVPD basis set, the OMol25 dataset).

Geometry (Å):
C (-1.184, 2.033, -1.698)
C (0.104, 0.317, -2.734)
C (-1.049, 2.881, -2.804)
C (0.401, 1.248, -3.767)
C (-0.226, 2.495, -3.863)
H (-1.638, 3.801, -2.829)
H (1.146, 0.939, -4.488)
H (-0.006, 3.217, -4.669)
N (-0.742, 0.777, -1.736)
P (-1.316, 1.876, 1.138)
P (-0.207, -2.122, -1.489)
C (-1.933, 2.518, -0.456)
H (-1.877, 3.613, -0.468)
H (-2.977, 2.179, -0.555)
C (0.394, -1.062, -2.804)
H (0.872, -1.368, -3.739)
C (1.066, -3.335, -0.467)
C (-1.388, -3.088, -2.682)
C (0.087, 3.143, 1.557)
C (-2.757, 2.262, 2.328)
C (1.380, -2.974, 0.996)
H (0.484, -2.933, 1.621)
H (2.052, -3.765, 1.381)
H (1.908, -2.021, 1.101)
C (0.524, -4.765, -0.403)
H (-0.447, -4.784, 0.119)
H (0.436, -5.242, -1.387)
H (1.240, -5.358, 0.196)
C (2.394, -3.216, -1.201)
H (3.149, -3.856, -0.714)
H (2.351, -3.443, -2.275)
H (2.721, -2.180, -1.076)
C (-2.331, -4.052, -1.946)
H (-2.891, -3.528, -1.159)
H (-3.073, -4.449, -2.663)
H (-1.827, -4.916, -1.492)
C (-2.268, -2.112, -3.480)
H (-2.841, -1.458, -2.822)
H (-1.688, -1.493, -4.174)
H (-3.025, -2.672, -4.050)
C (-0.483, -3.853, -3.663)
H (0.270, -3.181, -4.111)
H (0.064, -4.679, -3.177)
H (-1.095, -4.310, -4.472)
C (-2.253, 2.239, 3.790)
H (-3.154, 2.284, 4.429)
H (-1.717, 1.299, 4.006)
H (-1.627, 3.112, 4.045)
C (-3.848, 1.186, 2.199)
H (-4.275, 1.148, 1.185)
H (-3.468, 0.192, 2.473)
H (-4.658, 1.458, 2.900)
C (-3.447, 3.612, 2.030)
H (-3.912, 3.616, 1.028)
H (-4.248, 3.715, 2.786)
H (-2.778, 4.480, 2.123)
C (0.963, 3.292, 0.303)
H (0.466, 3.922, -0.443)
H (1.905, 3.803, 0.555)
H (1.208, 2.324, -0.149)
C (0.936, 2.609, 2.739)
H (1.139, 1.525, 2.659)
H (1.927, 3.103, 2.691)
H (0.489, 2.867, 3.724)
C (-0.363, 4.553, 1.973)
H (-0.998, 5.037, 1.223)
H (-0.862, 4.577, 2.951)
H (0.551, 5.165, 2.073)
Pt (-1.036, -0.428, 0.074)
C (-2.832, -0.792, -0.249)
O (-3.963, -0.972, -0.447)
N (2.330, 0.156, 1.157)
C (3.375, 0.546, 0.798)
C (4.456, 0.722, -0.231)
C (3.969, 0.041, -1.551)
C (4.489, 2.205, -0.612)
C (5.725, 0.049, 0.323)
H (3.830, -1.030, -1.427)
H (2.959, 0.387, -1.843)
H (4.683, 0.199, -2.387)
H (4.513, 2.919, 0.224)
H (5.339, 2.424, -1.274)
H (3.571, 2.396, -1.202)
H (6.518, 0.004, -0.441)
H (6.175, 0.586, 1.170)
H (5.511, -0.980, 0.691)
N (-0.756, -0.730, 3.131)
C (-0.958, -1.602, 4.148)
C (-1.664, -2.666, 3.615)
C (-1.844, -2.412, 2.257)
N (-1.299, -1.208, 1.980)
H (-0.065, 0.021, 3.126)
H (-0.555, -1.438, 5.140)
H (-1.996, -3.549, 4.138)
H (-2.225, -3.049, 1.472)

Properties
Lowest unoccupied orbital energy (spin up / spin down) = -1.86 / -3.83 eV
ΔE to the lowest compared entry with this formula, charge and spin = 131.87 kJ/mol
Kohn-Sham gap (spin up / spin down) = 7.059 / 5.109 eV
Total charge = +1
Multiplicity = 3